Record 1
ORCA calculation (the ωB97M-V functional and the def2-TZVPD basis) on C19H24F6I2N6O5PbS2 as an isolated structure.

Each line ends with the Mulliken charge.
Positions of all 65 atoms, in Å:
Pb  -0.1900  -0.1867  -0.1193  1.88
I  5.3773  5.9786  2.1277  0.39
C  4.3355  4.2863  1.6403  -0.05
C  4.6155  3.0898  2.3433  -0.31
C  3.9155  1.9767  2.0259  -0.81
I  4.1849  0.1917  2.9959  0.30
C  2.9452  1.9743  0.8727  0.77
O  2.5912  0.9348  0.3871  -0.29
C  2.5588  3.3085  0.3073  0.98
C  1.2997  3.5296  -0.4718  -1.63
N  0.7642  2.4905  -1.3415  0.08
C  1.4949  2.2525  -2.5777  -1.12
C  1.8360  0.8154  -2.9287  0.73
C  2.6886  0.6472  -4.0200  -0.98
C  3.0453  -0.6196  -4.4329  -0.40
C  2.5609  -1.7070  -3.7199  -1.08
C  1.7215  -1.4613  -2.6574  -0.26
N  1.3298  -0.2349  -2.2710  0.32
C  3.3066  4.3790  0.6592  -0.70
H  5.3610  3.0783  3.1259  0.46
H  0.5467  3.6704  0.3148  0.54
H  1.3755  4.4975  -0.9851  0.41
H  -0.1982  2.7281  -1.5314  0.27
H  0.9339  2.6470  -3.4312  0.51
H  2.4359  2.8078  -2.5531  0.42
H  3.0619  1.5174  -4.5461  0.48
H  3.6929  -0.7617  -5.2878  0.45
H  2.8261  -2.7202  -3.9883  0.47
H  1.3533  -2.2902  -2.0601  0.47
H  3.0906  5.3464  0.2233  0.48
N  0.1124  -2.4997  0.9114  -0.52
C  -1.0895  -3.2949  0.5922  -0.14
C  -1.3057  -3.3574  -0.9149  -0.94
N  -1.3734  -2.0237  -1.5592  -0.07
C  -2.7239  -1.5779  -1.9696  -0.99
C  -3.3970  -0.7023  -0.9268  -0.31
N  -2.6028  0.5222  -0.7167  -0.45
H  0.1097  -2.2502  1.8985  0.21
H  0.9648  -3.0171  0.7223  0.28
H  -1.0185  -4.3149  0.9742  0.56
H  -1.9326  -2.8056  1.0731  -0.14
H  -0.4838  -3.9189  -1.3662  0.41
H  -2.2218  -3.9190  -1.1077  0.35
H  -0.8080  -2.0561  -2.3970  0.33
H  -2.6195  -0.9997  -2.8906  0.43
H  -3.3664  -2.4328  -2.1926  0.34
H  -4.4087  -0.4734  -1.2677  0.50
H  -3.4704  -1.2226  0.0279  0.08
H  -2.7268  1.1556  -1.5008  0.27
H  -2.9312  0.9968  0.1256  0.17
F  0.3226  2.8650  5.4777  -0.19
C  0.9348  1.8872  4.8448  0.23
F  2.1045  2.3412  4.3582  -0.10
F  1.1738  0.8781  5.6645  -0.20
S  -0.0255  1.3340  3.3688  1.41
O  0.8630  0.3890  2.7095  -0.64
O  -0.2846  2.5220  2.5902  -0.66
N  -1.3038  0.7048  4.0155  -0.68
S  -2.3849  0.2490  2.9576  0.97
O  -1.8492  -0.7492  2.0342  -0.53
O  -3.1086  1.3129  2.3191  -0.75
C  -3.5710  -0.6949  4.0149  0.54
F  -4.4720  -1.2149  3.1864  -0.19
F  -2.9140  -1.6711  4.6278  -0.20
F  -4.1584  0.0883  4.8909  -0.18

## Properties
Maximum force ... 0.017 hartree/bohr
Kohn-Sham gap ... 5.23 eV
Total energy ... -98679.345 eV
Net charge ... +2
LUMO ... -9.0 eV
HOMO ... -14.225 eV
Relative energy (zero: lowest compared OMol25 entry of this formula, charge and spin) ... 0.5356 eV



Record 2
ORCA calculation (the ωB97M-V functional and the def2-TZVPD basis) on C33H42CaGeN8OPS as an isolated structure.

Each line ends with the Mulliken charge.
Positions of all 88 atoms, in Å:
Ca  0.5488  0.2858  -0.5514  2.41
C  -1.2683  1.0766  5.0390  -0.82
N  -1.1566  1.3222  3.6068  0.40
C  -1.8143  2.3013  2.9183  -0.51
C  -1.4425  2.1661  1.6104  -0.91
N  -0.5759  1.1190  1.4949  0.33
C  -0.4158  0.6177  2.7099  -0.43
P  0.6015  -0.8138  3.1772  -0.54
C  2.1768  -0.3311  2.4099  -0.27
N  2.3613  0.1313  1.1814  0.14
C  3.6966  0.3920  1.0636  -0.32
C  4.3306  0.0787  2.2302  -0.95
N  3.3636  -0.3730  3.0792  0.18
C  3.6071  -0.8695  4.4275  -0.86
C  0.0385  -2.0282  1.9436  -0.14
N  0.0803  -1.9016  0.6238  0.09
C  -0.4549  -3.0463  0.1072  -0.98
C  -0.8263  -3.8765  1.1251  -0.49
N  -0.5124  -3.2256  2.2834  0.34
C  -0.7147  -3.7693  3.6196  -0.94
H  -1.9954  1.7694  5.4523  0.32
H  -0.3119  1.2342  5.5334  0.33
H  -1.6085  0.0600  5.2257  0.30
H  -2.4709  2.9954  3.4135  0.50
H  -1.7448  2.7534  0.7590  0.58
H  4.1237  0.8005  0.1632  0.19
H  5.3617  0.1411  2.5322  0.46
H  4.4426  -0.3257  4.8599  0.35
H  3.8434  -1.9323  4.4078  0.29
H  2.7270  -0.7115  5.0439  0.33
H  -0.5591  -3.1945  -0.9548  0.53
H  -1.2798  -4.8526  1.1309  0.52
H  -1.6203  -4.3706  3.6242  0.37
H  -0.8292  -2.9604  4.3354  0.32
H  0.1300  -4.3903  3.9139  0.34
C  -5.8464  -1.9166  1.5124  -1.88
C  -4.7784  -0.8169  1.5488  2.39
C  -5.3620  0.4491  2.1902  -1.81
C  -3.6191  -1.3005  2.4256  -1.51
C  -4.3194  -0.4967  0.1255  -0.22
C  -5.2578  -0.0361  -0.8169  -0.32
C  -4.8962  0.2904  -2.1095  -1.39
C  -3.5615  0.1591  -2.4735  0.67
S  -2.7649  0.5385  -3.9662  -0.22
C  -1.2494  0.0699  -3.2720  0.73
N  -1.3113  -0.3721  -2.0511  -0.08
C  -2.6110  -0.3098  -1.5650  -0.95
C  -3.0020  -0.6389  -0.2658  1.28
C  -0.0394  0.0860  -4.1127  0.95
C  -0.1754  -0.5686  -5.3465  -0.98
C  0.8807  -0.7678  -6.2063  -1.01
C  2.1354  -0.3204  -5.8151  -0.96
C  2.2912  0.3421  -4.6168  0.14
C  1.2260  0.6051  -3.7490  -0.45
H  -6.1823  -2.1483  2.5255  0.45
H  -5.4470  -2.8281  1.0630  0.39
H  -6.7184  -1.6119  0.9337  0.38
H  -5.6954  0.2370  3.2088  0.45
H  -6.2184  0.8275  1.6318  0.39
H  -4.6091  1.2403  2.2286  0.31
H  -3.9864  -1.5139  3.4319  0.63
H  -2.8420  -0.5338  2.5007  0.05
H  -3.1720  -2.2147  2.0267  0.26
H  -6.2950  0.0749  -0.5278  0.45
H  -5.6341  0.6519  -2.8132  0.42
H  -2.2502  -0.9855  0.4270  -0.53
H  -1.1472  -0.9614  -5.6192  0.49
H  0.7348  -1.2777  -7.1481  0.39
H  2.9988  -0.4789  -6.4488  0.46
H  3.2784  0.6669  -4.3492  -0.27
O  0.2626  1.8819  -2.0267  -0.92
N  1.4456  1.3213  -2.5524  1.33
C  5.1343  0.3356  -2.5041  -1.18
Ge  4.4354  2.1511  -2.7664  0.74
C  4.9759  2.8171  -4.5220  -1.17
C  5.1843  3.3174  -1.3876  -1.30
C  2.4777  2.3668  -2.4802  -1.49
H  6.1617  0.4096  -2.1435  0.47
H  5.1446  -0.2319  -3.4339  0.41
H  4.5580  -0.2399  -1.7792  0.34
H  6.0619  2.7780  -4.6146  0.41
H  4.6611  3.8541  -4.6429  0.39
H  4.5400  2.2349  -5.3331  0.35
H  6.2627  3.4263  -1.5052  0.41
H  4.9874  2.9245  -0.3880  0.36
H  4.7328  4.3084  -1.4553  0.37
H  2.4350  2.7011  -1.4411  0.54
H  2.1535  3.2317  -3.0715  0.39

## Properties
Maximum force ... 0.006 hartree/bohr
Kohn-Sham gap ... 7.29 eV
Total energy ... -143948.391 eV
Net charge ... +1
LUMO ... -2.2 eV
HOMO ... -9.451 eV
Relative energy (zero: lowest compared OMol25 entry of this formula, charge and spin) ... 0.2648 eV



Record 3
ORCA calculation (the ωB97M-V functional and the def2-TZVPD basis) on a 2-piece molecular cluster, C5H12N2 overall.

Each line ends with the Mulliken charge.
Positions of all 19 atoms, in Å:
C  2.1713  1.0297  0.8103  -0.33
C  -0.4522  0.9504  -1.3191  -1.09
C  -1.3304  0.8819  -0.0709  -0.25
N  2.3928  -0.2007  0.8441  -0.51
N  0.1209  -1.9113  -0.0128  -0.44
C  -1.2035  -1.6503  0.2976  -0.12
C  -1.8571  -0.4896  0.2548  -0.49
H  0.7667  -1.1617  0.1892  0.21
H  3.2236  -0.5162  0.3438  0.19
H  0.4567  -2.7856  0.3619  0.25
H  0.5020  0.4494  -1.1747  0.26
H  1.3048  1.4010  1.3381  0.33
H  2.7861  1.7848  0.3113  0.27
H  -0.2562  1.9893  -1.5823  0.31
H  -0.9595  0.4735  -2.1551  0.34
H  -0.7813  1.2817  0.7853  0.08
H  -2.1925  1.5433  -0.2206  0.33
H  -1.7781  -2.5434  0.5205  0.34
H  -2.9140  -0.5262  0.4786  0.33

## Properties
Maximum force ... 0.017 hartree/bohr
Kohn-Sham gap ... 8.71 eV
Total energy ... -8358.399 eV
LUMO ... 1.1 eV
HOMO ... -7.654 eV
Relative energy (zero: lowest compared OMol25 entry of this formula, charge and spin) ... 1.7375 eV



Record 4
ORCA calculation (the ωB97M-V functional and the def2-TZVPD basis) on a 2-piece molecular cluster, C5H15N2 overall in a non-equilibrium geometry.

Each line ends with the Mulliken charge.
Positions of all 22 atoms, in Å:
C  1.4058  -0.3570  -1.4349  -1.40
C  0.6894  1.8275  0.8901  -0.98
C  -1.4732  -0.5637  1.1333  -0.86
C  -1.4988  0.3100  -1.0806  -0.97
C  0.7409  -0.4083  -0.0650  0.37
N  1.3782  -1.1747  0.9441  -0.54
N  -0.7866  -0.6739  -0.2074  -0.01
H  1.4909  -1.4308  -1.8681  0.38
H  0.7428  0.3457  -2.1175  0.34
H  2.3633  0.0030  -1.3531  0.49
H  0.9158  2.1610  -0.0585  0.40
H  -0.3194  2.1114  1.2953  0.33
H  1.4335  1.6882  1.6347  0.38
H  -1.5378  0.5472  1.1482  0.32
H  -2.4277  -0.9431  1.0133  0.40
H  -0.9092  -1.1788  1.8717  0.32
H  -1.3780  0.1513  -2.0649  0.43
H  -2.5740  0.2876  -0.7783  0.31
H  -1.1334  1.3377  -0.8201  0.41
H  1.4510  -0.8044  1.9260  0.25
H  2.2382  -1.6363  0.5747  0.26
H  -0.8116  -1.5996  -0.5830  0.39

## Properties
Maximum force ... 0.082 hartree/bohr
Kohn-Sham gap (spin up / spin down) ... 8.81 / 8.81 eV
Total energy ... -8398.250 eV
Net charge ... +1
LUMO (spin up / spin down) ... -3.6 / -3.6 eV
HOMO (spin up / spin down) ... -12.434 / -12.433 eV
Relative energy (zero: lowest compared OMol25 entry of this formula, charge and spin) ... 4.4268 eV



Record 5
ORCA calculation (the ωB97M-V functional and the def2-TZVPD basis) on C4H11O2P as an isolated structure in a non-equilibrium geometry.

Each line ends with the Mulliken charge.
Positions of all 18 atoms, in Å:
C  -1.7564  0.6976  0.5891  -1.28
C  -0.5165  0.0211  -1.3939  -1.58
C  -0.4180  -1.2858  0.8545  -1.39
C  -0.4229  0.0619  0.2027  1.34
O  2.6473  -0.7518  -0.6867  -0.47
O  0.5458  0.9548  0.5926  -0.78
P  2.6270  0.5087  0.0193  0.54
H  -1.7310  1.7077  0.1360  0.34
H  -2.4933  0.0197  -0.0500  0.30
H  -1.8793  0.7146  1.6807  0.40
H  -1.4158  -0.4990  -1.6057  0.48
H  0.2748  -0.5119  -1.9310  0.36
H  -0.5551  0.9827  -1.8048  0.44
H  -1.1330  -1.7893  0.2384  0.31
H  0.5349  -1.8610  0.7732  0.36
H  -0.6246  -1.1084  1.9155  0.38
H  2.9123  1.7360  -0.7876  0.13
H  3.4039  0.4025  1.2577  0.12

## Properties
Maximum force ... 0.097 hartree/bohr
Kohn-Sham gap ... 9.06 eV
Total energy ... -17707.802 eV
LUMO ... -0.4 eV
HOMO ... -9.455 eV
Relative energy (zero: lowest compared OMol25 entry of this formula, charge and spin) ... 2.0794 eV